C16H26ClFeIN2O3P as an isolated structure. Source: the Open Molecules 2025 dataset; level of theory: ωB97M-V with the def2-TZVPD basis set.

Calculated values
**Frontier orbital gap (alpha / beta)**: 5.98 / 5.20 eV
**Total energy**: -90420.6668 eV
**Charge**: +2
**2S+1**: 6
**Largest force on an atom**: 4.7 eV/A

Cartesian coordinates (Å):
1 C -0.02148 -6.63021 -1.52009
2 C 0.77734 -5.60899 -2.17168
3 H 0.26985 -7.64388 -1.86051
4 H -1.08977 -6.46202 -1.74563
5 H 0.13658 -6.56122 -0.42827
6 O 1.27462 -5.29075 -3.17997
7 I 1.31089 -3.73326 -0.26124
8 Fe -0.57691 -2.22850 -0.60178
9 P -1.59900 -1.73592 -2.66867
10 C -0.87366 -0.47374 -3.70288
11 C -1.88076 -3.23841 -3.62194
12 H -3.71925 -1.67357 -1.49565
13 H -3.89565 -1.20681 -3.21616
14 H -3.24214 -0.04639 -2.02326
15 C -3.27621 -1.10008 -2.31874
16 H -2.23791 -4.03485 -2.95831
17 H -2.64160 -3.01364 -4.37567
18 H -1.50441 -0.30290 -4.58661
19 H 0.12462 -0.78451 -4.02517
20 H -0.95582 -3.55619 -4.11007
21 H -0.77381 0.45780 -3.13185
22 C 1.12155 -1.39131 -1.81463
23 O 2.02613 -1.02714 -2.42762
24 Cl -2.39136 -3.34954 -0.02034
25 C 4.02311 3.78609 2.31169
26 C 2.59833 4.32447 2.35648
27 N 1.53290 3.31428 2.29539
28 C 1.08852 2.77220 3.59230
29 C 0.46815 3.85067 4.45533
30 C 1.43332 2.57658 1.12822
31 O 2.26245 2.66718 0.22659
32 C 0.20436 1.70808 0.97599
33 C -1.04377 2.17724 1.38272
34 C -2.13646 1.33542 1.23079
35 C -1.94010 0.08885 0.64461
36 N -0.72525 -0.36510 0.20687
37 C 0.34807 0.47005 0.35936
38 H 4.14446 2.91480 2.96847
39 H 4.72321 4.57555 2.63257
40 H 4.28375 3.49576 1.28958
41 H 2.43317 4.87491 3.29121
42 H 2.46502 5.00562 1.50141
43 H 0.36672 1.96765 3.41664
44 H 1.96132 2.33820 4.10928
45 H -0.26570 4.44292 3.90141
46 H -0.06874 3.38341 5.28243
47 H 1.21184 4.52854 4.88307
48 H -1.13980 3.18216 1.79095
49 H -3.14858 1.67083 1.49909
50 H -2.77174 -0.61129 0.55581
51 H 1.32960 0.16096 -0.02150

natural (NBO) atomic charge list, values in e, 5 entries:
1. C -0.803
2. C 0.844
3. H 0.333
4. H 0.322
5. H 0.308